(1)
The following is a DFT calculation (ωB97M-V with the def2-TZVPD basis set) of a molecular structure, C19H24AgClN3OSSi.

Values from the calculation:
HOMO level: -3.402 eV
spin multiplicity: 1
total charge: -1
energy relative to the best compared isomer or geometry (same formula, charge and spin): 0.000 eV

Each line ends with the Mulliken charge.
Element x y z (Å)
Ag: 1.27669 -0.08524 -0.82819  0.39
C: -2.01907 2.77659 2.71211  -0.92
N: -2.70156 2.19389 1.58037  0.27
C: -3.99755 1.71427 1.56560  -0.49
C: -4.21338 1.17909 0.35315  -0.39
N: -3.03861 1.32467 -0.37462  0.44
C: -2.07964 1.95933 0.38541  -0.29
S: -0.53063 2.38857 -0.01945  -0.32
C: -2.81767 0.69793 -1.63298  -0.07
C: -3.73098 0.87910 -2.66391  -0.70
C: -3.50014 0.18268 -3.83965  -0.36
C: -2.38925 -0.64068 -3.93390  -0.85
C: -1.53787 -0.73748 -2.83991  -0.35
N: -1.75736 -0.07299 -1.71278  0.39
H: -2.75607 3.01930 3.47547  0.33
H: -1.49339 3.67518 2.39415  0.35
H: -1.28628 2.07453 3.11114  0.29
H: -4.64341 1.78065 2.42224  0.42
H: -5.07058 0.67178 -0.04985  0.44
H: -4.57236 1.54875 -2.54540  0.48
H: -4.17937 0.28847 -4.67652  0.39
H: -2.18321 -1.20251 -4.83488  0.37
H: -0.66555 -1.38269 -2.82437  0.52
Cl: 7.98485 0.18925 1.48552  -0.28
C: 6.48277 0.50537 0.62948  0.37
C: 5.59501 1.44845 1.11903  -0.57
C: 4.41636 1.69462 0.43601  -0.35
C: 4.07619 1.01626 -0.74839  0.77
C: 2.81767 1.27712 -1.45502  -1.60
C: 5.00919 0.06742 -1.20348  -0.38
C: 6.19235 -0.18889 -0.53274  -0.54
H: 5.82877 1.98521 2.02987  0.37
H: 3.72027 2.42745 0.82930  0.33
H: 2.92473 1.11209 -2.52982  0.41
H: 2.46986 2.29792 -1.28488  0.30
H: 4.78034 -0.49311 -2.10312  0.32
H: 6.88984 -0.92827 -0.90576  0.37
C: -1.73739 -3.70078 0.51359  -1.08
Si: -0.37495 -2.42775 0.84573  0.46
C: -1.23487 -1.03259 1.80385  -0.53
C: 0.81170 -3.22562 2.08052  -1.06
O: 0.33383 -1.97220 -0.50430  -0.79
H: -2.24355 -4.01687 1.43140  0.31
H: -1.32773 -4.59092 0.02756  0.28
H: -2.48826 -3.27423 -0.15895  0.23
H: -1.60095 -1.38246 2.77595  0.47
H: -2.08936 -0.65800 1.23494  -0.07
H: -0.54797 -0.19713 1.96974  0.07
H: 0.29069 -3.60612 2.96517  0.30
H: 1.56162 -2.50241 2.41275  0.27
H: 1.34620 -4.05698 1.61280  0.26

***

(2)
The following is a DFT calculation (ωB97M-V with the def2-TZVPD basis set) of 2 unconnected molecules or ions with the total composition C6H14N2O at a distorted geometry.

Values from the calculation:
HOMO level (alpha / beta): -7.327 / -7.327 eV
spin multiplicity: 1
total charge: 0
energy relative to the best compared isomer or geometry (same formula, charge and spin): 4.218 eV
structure (SMILES): C=C(C)N(C)N.CC=O

Each line ends with the Mulliken charge.
Element x y z (Å)
C: 1.17817 1.43130 -0.05234  -1.26
C: 0.15430 0.75364 0.54190  0.65
C: 0.02969 0.78090 2.04983  -1.36
N: -1.06902 0.55548 -0.12504  0.65
C: -1.31715 1.14988 -1.41227  -1.11
N: -1.98497 -0.41452 0.26684  -0.97
H: 1.28020 1.53239 -1.11782  0.34
H: 1.95404 1.87188 0.54902  0.23
H: -0.11466 -0.21382 2.46418  0.35
H: 0.94828 1.16113 2.49942  0.40
H: -0.82410 1.38350 2.36212  0.33
H: -0.93240 2.17216 -1.40691  0.43
H: -2.39431 1.14573 -1.57283  0.32
H: -0.83428 0.60517 -2.23345  0.29
H: -1.99181 -1.18502 -0.41292  0.27
H: -1.50004 -1.00088 1.11565  0.39
C: 1.15567 -1.68523 -1.13875  -1.04
C: 0.88761 -1.54726 0.32867  0.48
O: -0.11242 -2.05692 0.87392  -0.62
H: 1.58254 -0.75230 -1.52173  0.26
H: 1.88190 -2.47070 -1.29763  0.39
H: 0.24590 -1.88897 -1.69581  0.24
H: 1.77687 -1.32755 0.93594  0.36

***

(3)
The following is a DFT calculation (ωB97M-V with the def2-TZVPD basis set) of C16H18N4OS in the gas phase at a distorted geometry.

Values from the calculation:
HOMO level: -8.197 eV
spin multiplicity: 1
total charge: 0
energy relative to the best compared isomer or geometry (same formula, charge and spin): 1.860 eV
structure (SMILES): CCOc1ccc(CNC(=S)N/N=C/c2ccncc2)cc1

Each line ends with the Mulliken charge.
Element x y z (Å)
C: -0.22620 2.94164 3.36007  -0.96
C: 0.94661 2.16255 3.94860  -0.43
O: 2.02346 2.03229 3.04164  -0.47
C: 1.94182 1.15047 2.01166  0.71
C: 3.00501 1.18656 1.10662  -0.57
C: 3.03907 0.33090 0.02693  -0.74
C: 2.01444 -0.58314 -0.18796  0.71
C: 2.02923 -1.49733 -1.38912  -0.75
N: 1.90329 -2.89443 -1.02757  -0.10
C: 0.85240 -3.71623 -1.11912  0.08
S: 0.99935 -5.32401 -0.74342  -0.46
N: -0.37627 -3.29448 -1.54470  -0.37
N: -0.76905 -2.02769 -1.63447  0.07
C: -1.97691 -1.74640 -1.93408  -0.58
C: -2.41878 -0.37087 -1.99549  1.15
C: -3.71413 -0.06216 -2.41800  -0.67
C: -4.10357 1.26546 -2.45147  -0.34
N: -3.31540 2.26720 -2.09964  -0.63
C: -2.08790 1.97755 -1.69642  -0.44
C: -1.58711 0.69102 -1.62439  -0.16
C: 0.96628 -0.62593 0.71941  -0.66
C: 0.92072 0.22712 1.80744  -0.27
H: -0.64875 2.42374 2.50225  0.29
H: 0.11031 3.92321 3.03596  0.30
H: -0.99898 3.06448 4.11383  0.35
H: 0.62199 1.17893 4.30982  0.32
H: 1.37139 2.71376 4.79222  0.32
H: 3.79621 1.89914 1.27745  0.42
H: 3.86926 0.37954 -0.66292  0.32
H: 2.97262 -1.37492 -1.93019  0.44
H: 1.20327 -1.24226 -2.05573  0.28
H: 2.72118 -3.32832 -0.62287  0.24
H: -1.05790 -4.05173 -1.64774  0.27
H: -2.71684 -2.52664 -2.14414  0.27
H: -4.39732 -0.84443 -2.71354  0.35
H: -5.09829 1.54537 -2.77322  0.36
H: -1.47804 2.82659 -1.41598  0.41
H: -0.58416 0.49875 -1.27945  0.30
H: 0.16325 -1.33213 0.57294  0.27
H: 0.08446 0.15682 2.48478  0.37

***

(4)
The following is a DFT calculation (ωB97M-V with the def2-TZVPD basis set) of a molecular structure, C4H7OTl at a distorted geometry.

Values from the calculation:
HOMO level (alpha / beta): -13.868 / -14.169 eV
spin multiplicity: 2
total charge: +1
energy relative to the best compared isomer or geometry (same formula, charge and spin): 2.694 eV

Each line ends with the Mulliken charge.
Element x y z (Å)
C: 0.10197 -0.15991 2.12548  -0.63
C: -0.33230 -0.68182 0.78923  -0.38
C: -1.77941 -0.95455 0.51472  0.03
O: -2.22520 -0.57439 -0.66956  -0.50
Tl: -1.15737 1.06705 -1.82520  0.80
H: -0.66159 -0.13113 2.90715  0.26
H: 0.40140 -1.13032 0.11509  0.51
H: 1.10009 -0.46778 2.44802  0.28
H: -2.48056 -0.59657 1.30556  0.35
C: 0.03925 0.94009 1.11245  -0.75
H: -0.77693 1.66373 1.19217  0.40
H: 0.95246 1.26467 0.61004  0.36
H: -1.30208 -2.09277 0.68451  0.26

***

(5)
The following is a DFT calculation (ωB97M-V with the def2-TZVPD basis set) of 5 unconnected molecules or ions with the total composition C20H60N11O7P3 at a distorted geometry.

Values from the calculation:
HOMO level (alpha / beta): -1.157 / -4.657 eV
spin multiplicity: 2
total charge: -1
energy relative to the best compared isomer or geometry (same formula, charge and spin): 0.748 eV

Each line ends with the Mulliken charge.
Element x y z (Å)
O: 1.26836 2.09439 -5.57072  -0.84
P: 1.19196 0.64751 -5.78994  0.54
N: 0.16577 0.22823 -7.13323  0.27
C: 0.04944 -1.22369 -7.57274  -1.11
C: -0.07151 1.33545 -8.12308  -1.01
N: 0.50681 -0.22185 -4.42586  0.41
C: 1.28404 -0.55329 -3.27303  -1.15
C: -0.92856 -0.38900 -4.12709  -1.17
N: 2.69033 -0.19054 -5.87595  0.26
C: 2.83975 -1.68865 -5.90825  -0.94
C: 4.02076 0.49437 -6.10098  -1.09
H: -0.27032 -1.93945 -6.81541  0.27
H: 1.03120 -1.50759 -7.95175  0.36
H: -0.71915 -1.19513 -8.34510  0.38
H: -0.98401 1.21208 -8.70636  0.33
H: 0.78084 1.56904 -8.76108  0.34
H: -0.18139 2.29789 -7.62334  0.34
H: 0.82181 -0.25436 -2.33224  0.41
H: 1.44419 -1.61379 -3.07859  0.17
H: 2.31444 -0.20471 -3.34277  0.32
H: -1.17534 -1.40049 -3.80448  0.39
H: -1.28887 0.32717 -3.38860  0.28
H: -1.47729 -0.30164 -5.06484  0.33
H: 3.77274 -1.95756 -6.40354  0.36
H: 2.94539 -2.13119 -4.91774  0.23
H: 1.93838 -2.11729 -6.34631  0.27
H: 4.57119 0.19727 -6.99365  0.35
H: 4.68705 0.42429 -5.24119  0.33
H: 3.80782 1.55201 -6.25636  0.33
O: 1.05274 -4.17060 4.75130  -0.86
P: -0.40534 -3.77485 4.88004  0.13
N: -0.70771 -2.17894 4.37510  0.83
C: 0.31241 -1.31366 3.73866  -1.41
C: -1.94792 -1.54900 4.89754  -1.29
N: -1.01242 -3.85964 6.52617  0.19
C: -1.76366 -5.00055 7.04422  -1.00
C: -0.32070 -2.96785 7.48416  -1.02
N: -1.49792 -4.55652 3.82256  0.30
C: -0.93017 -5.03633 2.58929  -1.10
C: -2.88146 -4.23509 3.76253  -0.74
H: -0.24812 -0.47685 3.32195  0.62
H: 0.84127 -1.84780 2.94929  0.28
H: 1.01489 -1.07824 4.53816  0.29
H: -2.75163 -1.50054 4.16284  0.23
H: -1.65785 -0.59200 5.33127  0.36
H: -2.31667 -2.29188 5.60482  0.54
H: -1.94677 -4.89409 8.11344  0.41
H: -2.72602 -4.89972 6.54242  0.30
H: -1.33129 -5.96994 6.79635  0.27
H: -1.15903 -2.34429 7.79478  0.38
H: -0.04655 -3.36524 8.46141  0.39
H: 0.55894 -2.45489 7.09532  0.28
H: -1.39438 -4.52351 1.74689  0.29
H: 0.15288 -4.95599 2.49638  0.37
H: -1.12380 -6.10839 2.55318  0.33
H: -2.98012 -3.26508 3.27525  0.04
H: -3.33999 -4.14963 4.74770  0.15
H: -3.48326 -4.88692 3.12925  0.47
O: 1.44260 5.90084 -0.31571  -0.86
P: 1.59849 4.87665 0.70165  0.22
N: 0.47994 3.58840 0.72905  0.48
C: -0.56823 3.46133 -0.29765  -1.07
C: 0.24197 2.67989 1.84331  -1.21
N: 1.70466 5.59961 2.31088  0.22
C: 2.52738 6.80698 2.45391  -1.16
C: 0.53861 5.69795 3.16337  -1.11
N: 2.97679 4.02934 0.42511  0.27
C: 3.24350 3.67159 -1.01195  -1.00
C: 3.55336 3.19123 1.37714  -1.10
H: -1.39687 2.80939 -0.02117  0.42
H: -0.15207 3.16104 -1.25928  0.16
H: -0.94848 4.46981 -0.46034  0.39
H: 0.17504 1.64443 1.50947  0.06
H: -0.76906 2.89692 2.18801  0.61
H: 0.82061 2.81285 2.75742  0.48
H: 3.01209 7.08407 1.51775  0.37
H: 2.10943 7.74597 2.81683  0.40
H: 3.26353 6.55087 3.21588  0.33
H: -0.00672 4.76454 3.30290  0.29
H: 0.72859 6.18065 4.12202  0.44
H: -0.25903 6.25411 2.67087  0.36
H: 4.08835 2.98474 -1.06267  0.40
H: 2.45361 3.11155 -1.51247  0.26
H: 3.52063 4.49673 -1.66803  0.26
H: 4.64183 3.23303 1.33747  0.41
H: 3.00270 2.25059 1.36906  0.32
H: 3.41752 3.62850 2.36630  0.32
C: -1.29379 -1.98611 0.50311  -1.33
N: -0.96343 -0.48636 0.30552  0.93
O: -1.90005 0.37441 0.42289  -0.78
O: 0.22127 -0.17246 0.12037  -0.80
H: -1.79473 -2.16774 -0.44777  0.51
H: -2.17778 -2.09915 1.13072  0.26
H: -0.41856 -2.60279 0.70750  0.30
C: -5.71071 -1.29454 -1.93838  -0.74
N: -5.03028 -2.17906 -0.92567  0.87
O: -4.20268 -1.63732 -0.25559  -0.41
O: -5.56415 -3.26731 -0.74541  -0.59
H: -5.93991 -1.87467 -2.83225  0.30
H: -5.00381 -0.54251 -2.28885  0.29
H: -6.65827 -0.88904 -1.58367  0.27

***

(6)
The following is a DFT calculation (ωB97M-V with the def2-TZVPD basis set) of CH3NO4S in the gas phase at a distorted geometry.

Values from the calculation:
HOMO level: -10.581 eV
spin multiplicity: 1
total charge: 0
energy relative to the best compared isomer or geometry (same formula, charge and spin): 2.489 eV
structure (SMILES): CS(=O)(=O)[N+](=O)[O-]

Each line ends with the Mulliken charge.
Element x y z (Å)
C: -1.33218 -0.00293 0.08057  -0.73
S: 0.25578 -0.86528 -0.09162  1.02
O: 0.35382 -1.58463 1.15376  -0.53
O: 0.63649 -1.42766 -1.33560  -0.52
N: 1.41786 0.82316 -0.16445  0.80
O: 0.71783 1.78370 -0.32215  -0.54
O: 2.59261 0.63884 -0.07477  -0.49
H: -2.04407 0.12538 -0.69031  0.34
H: -1.79394 -0.40466 1.04394  0.33
H: -0.80421 0.91409 0.40064  0.33

***

(7)
The following is a DFT calculation (ωB97M-V with the def2-TZVPD basis set) of a molecular structure, C28H36FN6O9SScSe at a distorted geometry.

Values from the calculation:
HOMO level: -1.206 eV
spin multiplicity: 1
total charge: -2
energy relative to the best compared isomer or geometry (same formula, charge and spin): 12.358 eV

Each line ends with the Mulliken charge.
Element x y z (Å)
Sc: 0.30669 0.32816 0.10369  0.04
C: 1.62520 0.38868 4.91011  -1.92
C: 1.12733 0.06098 3.49140  1.42
O: 1.32863 0.99788 2.63022  -0.74
C: 0.42539 -1.17131 3.43467  -0.75
C: -0.21764 -1.90332 2.23219  0.19
C: 0.89191 -3.28594 1.00599  -0.72
N: -1.19103 -1.35662 1.61310  -0.41
N: -1.93888 -0.40518 2.38181  -0.46
C: -1.91752 0.84111 1.99574  0.45
O: -1.04704 1.48591 1.29614  -0.71
C: -2.88950 1.71640 2.75298  0.50
C: -3.68761 1.23229 3.78771  -0.30
C: -4.56803 2.07458 4.44971  -0.58
C: -4.67515 3.41160 4.08038  -0.35
C: -3.88303 3.89868 3.04959  -0.71
C: -2.99108 3.05842 2.39506  -0.54
H: 2.26433 1.26950 4.84925  0.36
H: 0.78112 0.62062 5.56382  0.37
H: 2.18353 -0.43608 5.36148  0.36
H: 0.30530 -1.71406 4.36797  0.09
H: 1.35844 -4.11850 1.54374  0.34
H: 0.19083 -3.68206 0.26967  0.27
H: 1.72426 -2.88653 0.45905  -0.12
H: -3.59237 0.18751 4.05143  0.45
H: -5.17729 1.68763 5.25966  0.37
H: -5.36656 4.06794 4.59760  0.35
H: -3.95266 4.94064 2.75718  0.37
H: -2.34366 3.41760 1.60348  0.53
C: -2.54372 -1.88842 -3.34713  -1.22
S: -1.19072 -1.22345 -2.35543  0.70
C: 0.08333 -1.65949 -3.46338  -1.52
O: -1.45049 0.25506 -2.31210  -0.53
H: -2.53809 -1.37872 -4.31167  0.34
H: -3.46113 -1.65328 -2.80854  0.36
H: -2.42675 -2.96282 -3.46674  0.39
H: 0.10196 -2.89641 -3.39606  0.34
H: 1.27325 -0.94915 -2.48818  -0.02
H: 0.05373 -1.20161 -4.45511  0.35
C: -3.75326 1.97208 -0.93406  -1.01
N: -3.76125 2.51838 -2.28042  0.34
C: -4.74601 2.35729 -3.22781  -0.41
C: -4.34174 2.99474 -4.34684  -0.42
N: -3.10244 3.54283 -4.06855  0.21
C: -2.26745 4.30041 -4.96665  -0.95
C: -2.73454 3.25705 -2.78664  -0.34
Se: -1.17006 3.63953 -1.93264  -0.23
H: -4.66765 1.39826 -0.79068  0.24
H: -3.69920 2.77919 -0.20632  0.44
H: -2.87414 1.34187 -0.81159  0.22
H: -5.64208 1.79788 -3.02674  0.41
H: -4.81265 3.10076 -5.30756  0.42
H: -2.77456 4.38603 -5.92705  0.31
H: -1.30615 3.80031 -5.08638  0.32
H: -2.07266 5.28892 -4.54949  0.33
O: 1.33448 1.36612 -0.77243  -0.80
C: 3.53350 0.17847 0.66190  -1.57
C: 2.71795 -0.84695 1.40612  0.96
C: 3.51772 -1.79695 2.27081  -1.66
O: 1.51728 -0.97848 1.30953  1.76
H: 4.59308 0.07314 0.88865  0.63
H: 3.16628 1.17386 0.90037  0.21
H: 3.35144 0.05896 -0.40711  0.10
H: 4.56474 -1.51137 2.31132  0.49
H: 3.43391 -2.81161 1.88882  0.24
H: 3.06543 -1.77945 3.26828  0.30
F: 3.29007 -6.32282 -5.57344  -0.34
C: 3.79592 -5.39170 -4.74056  0.33
C: 3.17820 -4.21761 -4.56560  0.02
N: 3.67405 -3.23150 -3.75680  0.26
C: 2.88901 -2.01458 -3.57173  -1.52
C: 1.63794 -2.28241 -2.69363  1.49
O: 1.30565 -3.55933 -2.65530  -0.97
O: 1.69633 -1.21866 -1.58705  0.24
C: 4.81396 -3.43137 -3.00734  0.47
O: 5.29776 -2.61397 -2.25767  -0.63
N: 5.40841 -4.67335 -3.20312  -0.05
C: 5.01836 -5.71196 -4.03785  0.29
O: 5.66781 -6.73674 -4.12937  -0.68
H: 2.24829 -3.99391 -5.06584  0.40
H: 2.56435 -1.68184 -4.55949  0.20
H: 3.52138 -1.25516 -3.12414  0.37
H: 6.24848 -4.82441 -2.66543  0.23

***

(8)
The following is a DFT calculation (ωB97M-V with the def2-TZVPD basis set) of a molecular structure, CH4CsN2O at a distorted geometry.

Values from the calculation:
HOMO level: -12.005 eV
spin multiplicity: 1
total charge: +1
energy relative to the best compared isomer or geometry (same formula, charge and spin): 1.264 eV

Each line ends with the Mulliken charge.
Element x y z (Å)
Cs: 10.22904 -8.11015 13.08768  1.00
C: 12.96502 -13.60930 16.78007  0.62
O: 12.79439 -12.44170 16.76325  -0.63
N: 12.91993 -14.34748 17.89293  -0.39
N: 13.11078 -14.35723 15.71905  -0.39
H: 12.89658 -15.33394 17.67737  0.16
H: 12.62249 -13.93875 18.76732  0.22
H: 13.44338 -13.80168 14.94391  0.22
H: 13.17839 -15.36496 15.72001  0.18